{
  "formula": "C41H110N20O13",
  "method": "wB97M-V/def2-TZVPD",
  "elements": ["C", "C", "C", "C", "C", "C", "N", "O", "C", "C", "C", "H", "H", "H", "H", "H", "H", "H", "H", "H", "H", "H", "H", "H", "H", "H", "H", "H", "H", "H", "C", "C", "C", "C", "C", "C", "N", "O", "C", "C", "C", "H", "H", "H", "H", "H", "H", "H", "H", "H", "H", "H", "H", "H", "H", "H", "H", "H", "H", "H", "C", "O", "N", "N", "H", "H", "H", "H", "C", "O", "N", "N", "H", "H", "H", "H", "C", "O", "N", "N", "H", "H", "H", "H", "C", "O", "N", "N", "H", "H", "H", "H", "C", "O", "N", "N", "H", "H", "H", "H", "C", "O", "N", "N", "H", "H", "H", "H", "C", "O", "N", "N", "H", "H", "H", "H", "C", "C", "C", "O", "C", "N", "H", "H", "H", "H", "H", "H", "H", "H", "H", "H", "H", "C", "C", "C", "O", "C", "N", "H", "H", "H", "H", "H", "H", "H", "H", "H", "H", "H", "C", "C", "C", "O", "C", "N", "H", "H", "H", "H", "H", "H", "H", "H", "H", "H", "H", "C", "C", "C", "O", "C", "N", "H", "H", "H", "H", "H", "H", "H", "H", "H", "H", "H"],
  "coordinates": [[0.52088, 4.98061, -5.97062], [-0.24312, 4.03667, -5.01890], [-1.72099, 4.08876, -5.54165], [-2.56718, 2.82608, -5.23618], [-1.77252, 1.61887, -5.78921], [-0.40783, 1.38538, -5.02064], [0.30609, 2.64816, -5.25401], [1.61712, 2.59198, -4.85162], [-0.63026, 0.98823, -3.56218], [0.34509, 0.20089, -5.83757], [-0.16819, 4.53660, -3.57202], [0.64341, 4.51078, -6.94651], [1.48747, 5.10607, -5.48269], [0.01698, 5.93830, -5.84014], [-2.32303, 4.88820, -5.10974], [-1.81176, 4.17100, -6.62474], [-3.53943, 2.87431, -5.72658], [-2.70723, 2.72086, -4.16035], [-1.52272, 1.76072, -6.84067], [-2.42525, 0.74680, -5.74990], [0.31019, 1.12511, -3.02840], [-1.31480, 1.50349, -2.88838], [-0.75028, -0.09426, -3.51838], [1.27446, -0.04335, -5.32307], [-0.28349, -0.66005, -6.06512], [0.72383, 0.40997, -6.83804], [0.77643, 4.69731, -3.05245], [-0.77279, 3.92823, -2.89938], [-0.66767, 5.50499, -3.60130], [2.11846, 3.12301, -5.47472], [-1.80904, -1.25655, 0.70132], [-0.55719, -1.12547, 1.51867], [0.57621, -0.51135, 0.61985], [0.46248, 0.91941, 0.13014], [0.26769, 1.71560, 1.37098], [-0.90583, 1.27788, 2.38540], [-0.79365, -0.19299, 2.63638], [-1.84447, -0.65876, 3.49237], [-0.77457, 2.09005, 3.67512], [-2.24934, 1.76732, 1.73355], [-0.04659, -2.53073, 1.91620], [-2.29940, -0.33427, 0.38980], [-2.58948, -1.72351, 1.30212], [-1.60880, -1.84666, -0.19298], [1.47073, -0.69150, 1.21607], [0.81989, -1.20658, -0.18350], [-0.30705, 1.04577, -0.63142], [1.29871, 1.25258, -0.48452], [0.04021, 2.68176, 0.92057], [1.13303, 2.03870, 1.94968], [-1.37852, 1.67435, 4.48169], [0.21787, 2.11010, 4.12541], [-1.04797, 3.14465, 3.70944], [-2.39509, 2.84143, 1.84825], [-2.22846, 1.60467, 0.65596], [-3.16451, 1.26094, 2.04034], [0.21830, -3.13012, 1.04519], [-0.93553, -3.02281, 2.31085], [0.76099, -2.54143, 2.64819], [-2.53683, -0.47989, 2.85186], [-1.66093, -2.46167, 6.56628], [-1.89696, -3.05327, 7.56076], [-0.93986, -2.85305, 5.57624], [-2.17915, -1.26829, 6.40859], [-0.76421, -2.27944, 4.76370], [-0.67503, -3.82399, 5.66134], [-2.78248, -0.93779, 7.14808], [-2.30154, -0.83276, 5.50558], [-1.89752, -5.74679, -0.33554], [-2.46144, -6.39534, 0.55927], [-2.57442, -5.13327, -1.27114], [-0.61159, -5.55330, -0.39054], [-3.57836, -5.23441, -1.31565], [-2.11660, -4.45754, -1.86603], [-0.09614, -5.81211, 0.43858], [-0.33933, -4.97762, -1.17447], [2.14302, 0.12803, 5.42329], [3.31474, 0.31784, 5.66593], [1.76466, -0.63963, 4.45160], [1.24683, 0.72737, 6.12399], [0.90506, -0.25951, 4.08187], [2.41756, -1.26620, 4.00302], [1.57471, 1.23123, 6.93561], [0.27128, 0.49929, 5.99599], [-5.91074, -0.61088, 2.50902], [-5.17084, -1.06448, 3.35644], [-6.04431, 0.69311, 2.22466], [-6.62590, -1.30371, 1.63413], [-6.60743, 0.87791, 1.40684], [-5.62658, 1.42055, 2.78719], [-7.32375, -0.82878, 1.07956], [-6.57725, -2.29882, 1.46835], [-3.76564, -4.69165, 3.37763], [-3.72042, -5.84773, 2.92315], [-4.20757, -3.73538, 2.60813], [-3.39522, -4.29598, 4.51144], [-4.70138, -3.98233, 1.76240], [-4.14223, -2.80181, 2.98797], [-2.88632, -5.00611, 5.01824], [-3.38192, -3.29792, 4.66570], [4.32696, 0.93043, 1.45173], [4.71664, -0.21964, 1.55325], [3.82864, 1.47776, 2.49909], [4.40706, 1.58846, 0.33202], [3.47989, 0.84380, 3.20376], [3.61872, 2.46506, 2.46358], [4.69534, 1.06764, -0.48391], [4.03602, 2.52767, 0.31423], [-4.62343, 2.03725, 5.24834], [-4.84615, 2.52067, 4.16453], [-4.45815, 2.67291, 6.36210], [-4.57309, 0.78150, 5.56366], [-4.36407, 3.66924, 6.49845], [-4.31238, 2.05667, 7.14892], [-4.63768, 0.10764, 4.81409], [-4.58286, 0.53458, 6.54296], [6.74986, -1.33007, -1.71116], [6.51334, -0.47235, -3.06549], [5.10549, 0.20846, -3.11963], [4.15906, -0.83703, -3.07965], [2.81622, -0.22396, -3.10190], [7.61425, 0.50536, -3.11915], [6.61645, -0.62835, -0.88782], [7.72343, -1.81732, -1.65783], [5.96952, -2.09089, -1.72907], [6.64753, -1.21749, -3.84962], [4.89439, 0.80496, -4.00717], [5.15125, 0.88997, -2.27019], [2.80284, 0.57601, -3.84214], [2.57913, 0.11284, -2.09272], [2.06198, -0.99840, -3.24137], [8.49511, 0.03425, -2.97001], [7.64257, 0.83819, -4.07231], [0.86752, 5.18968, 1.27178], [2.27808, 4.57549, 1.05462], [3.19458, 5.26067, -0.01614], [4.29631, 4.39306, -0.46320], [4.84098, 4.71441, -1.76215], [2.95840, 4.54539, 2.31861], [0.42787, 4.82506, 2.20014], [0.08745, 4.88279, 0.57507], [0.89995, 6.27874, 1.24002], [2.11314, 3.52558, 0.81255], [3.48407, 6.28784, 0.20569], [2.51330, 5.55017, -0.81623], [5.64569, 5.43229, -1.60340], [4.09287, 5.20431, -2.38539], [5.19763, 3.89386, -2.38472], [2.50729, 5.06735, 3.05628], [3.91165, 4.86642, 2.22722], [-4.27900, -0.13142, -4.07049], [-3.98778, -0.55328, -2.54747], [-4.96200, 0.00223, -1.50385], [-5.33262, 1.37444, -1.84958], [-4.60693, 2.37338, -1.20425], [-3.76431, -1.96928, -2.47695], [-5.30456, -0.38366, -4.34011], [-3.73068, -0.70789, -4.81556], [-4.17943, 0.89937, -4.41058], [-3.07730, -0.00066, -2.31561], [-4.37064, -0.07134, -0.59117], [-5.92448, -0.46808, -1.30251], [-4.89661, 3.40838, -1.38585], [-3.55435, 2.39513, -1.48657], [-4.66536, 2.17642, -0.13379], [-4.63542, -2.45542, -2.63483], [-3.54638, -2.28086, -1.54126], [4.10164, -7.83204, -0.47768], [4.44392, -6.44676, -0.43659], [3.20387, -5.72200, 0.05431], [3.50415, -4.30885, 0.11204], [2.88596, -3.44685, -0.80576], [5.63201, -6.30734, 0.34691], [3.03310, -8.04728, -0.47485], [4.43473, -8.43798, 0.36493], [4.58808, -8.24360, -1.36203], [4.61816, -6.08716, -1.45070], [2.89268, -6.14804, 1.00812], [2.40637, -5.88869, -0.66978], [3.09768, -2.38975, -0.64512], [1.79636, -3.45310, -0.77705], [3.20471, -3.58278, -1.83921], [6.17364, -5.53684, -0.01785], [6.24895, -7.06649, 0.09555]],
  "forces_ev_per_a": [[0.43, -0.53, 2.04], [-0.70, -1.23, -0.86], [-1.20, -1.23, 0.66], [1.76, -0.36, -0.42], [-0.04, -0.06, 0.93], [-1.20, 0.06, -2.21], [-1.60, 0.92, -1.31], [1.54, -0.32, 1.37], [1.57, -0.70, 0.41], [0.21, 1.03, 0.70], [-0.92, 0.32, 0.18], [-0.36, 0.55, -0.11], [0.44, 0.27, -0.39], [0.07, 0.12, -0.94], [0.62, 0.60, 0.05], [0.65, 0.33, -0.11], [-0.04, 0.17, 0.10], [-0.20, -0.09, 0.03], [0.01, 0.22, -0.07], [0.39, -0.25, 0.19], [0.46, 0.10, -0.07], [-0.61, 0.13, -0.74], [-0.61, -0.05, 0.11], [-0.34, -0.51, 0.30], [-0.20, -0.12, 0.90], [-0.32, 1.14, -0.09], [0.39, -0.31, -0.64], [-0.09, -0.21, -0.08], [0.01, 0.23, 0.24], [0.00, -0.13, -0.32], [-1.13, -0.40, -0.30], [1.03, 1.35, -1.70], [0.81, -1.26, -0.03], [0.20, -1.69, 0.35], [-1.33, 2.17, 0.69], [-0.08, 1.21, -1.73], [2.16, 0.52, 1.35], [0.44, 0.55, -1.31], [0.59, -0.44, 1.53], [0.23, -0.62, -0.79], [-1.39, 0.43, 0.51], [0.60, 0.21, -0.14], [-0.09, -0.64, -0.17], [-0.20, -0.21, 0.01], [0.41, 0.82, 0.30], [-0.69, -0.23, -0.37], [-0.84, -0.10, 0.47], [0.70, -0.11, 0.56], [-0.95, 0.53, 0.65], [0.55, -1.14, 0.03], [-0.38, -0.31, -0.13], [0.44, -0.37, -0.38], [-0.30, -0.01, -1.00], [0.08, -0.09, 0.35], [0.14, 0.02, -0.14], [-0.04, 0.02, 0.52], [0.18, 0.33, -0.12], [0.15, -0.41, 0.45], [-0.01, 0.15, -0.09], [-1.62, -0.41, 0.64], [-0.95, 1.48, 0.30], [-0.28, -3.11, 3.59], [2.60, -2.26, -2.59], [-1.85, 4.41, -0.50], [0.02, -0.40, 0.06], [0.40, 0.29, -0.62], [0.21, -0.28, -0.19], [0.16, -0.01, 0.02], [-3.11, -2.30, 3.79], [0.86, 0.18, -1.10], [-1.81, 1.66, -2.87], [2.95, 0.37, -0.38], [0.33, 0.04, 0.10], [-0.51, -0.07, -0.08], [0.34, 0.30, -0.53], [1.13, -0.15, 0.69], [4.30, -0.02, 0.60], [2.43, 0.14, 0.68], [-2.21, -1.55, -2.15], [-3.79, 1.97, 2.19], [-0.30, -1.22, -1.33], [-0.21, 0.53, -0.25], [-0.28, -0.09, -0.30], [0.07, 0.11, 0.49], [-0.15, 1.27, -1.22], [1.43, -0.68, 1.61], [-0.04, 0.96, 0.01], [-1.34, -2.21, -1.20], [0.20, 0.70, 0.27], [-0.01, 0.19, 0.20], [0.01, -0.11, -0.12], [0.18, 0.11, 0.50], [-1.20, -4.69, -5.59], [-0.03, 0.08, 1.48], [-0.97, 2.82, -1.92], [2.01, 0.88, 5.53], [0.29, 0.27, 0.21], [-0.89, 0.21, -0.81], [0.03, 0.73, 0.55], [0.38, -0.49, 0.76], [1.33, -3.71, 0.03], [0.57, -2.27, -0.71], [-1.91, 2.93, 2.75], [-0.09, 2.02, -2.31], [0.37, 0.48, 0.31], [-0.53, -0.01, 0.71], [-0.05, 0.45, 0.30], [0.32, -0.13, -0.85], [-0.65, 0.63, -1.06], [0.08, 0.71, -1.84], [0.78, 3.76, 4.40], [0.19, -4.64, -0.72], [-0.18, -0.33, -0.36], [0.18, 1.19, 0.22], [-0.37, -0.65, 0.06], [-0.09, -0.65, -0.78], [-1.47, 1.35, -1.68], [1.11, -1.24, 1.42], [1.81, -1.42, 0.16], [-1.61, 1.12, 0.21], [1.16, -1.17, 0.82], [-0.83, 0.32, -0.40], [0.01, -0.34, 0.31], [0.06, 0.24, -0.27], [0.05, -0.01, 0.48], [-0.50, 0.04, -0.46], [0.50, 0.19, -0.31], [-0.66, 0.10, 0.29], [-0.36, -0.05, 0.08], [0.22, 0.67, 0.08], [0.26, -0.12, -0.68], [0.04, -0.11, 0.15], [0.23, 0.38, -0.17], [0.20, 0.03, -0.65], [-0.01, 0.35, -0.20], [-1.14, -0.56, -1.13], [-1.30, 0.57, -0.05], [-0.48, 1.16, 0.47], [0.89, -0.04, 1.15], [0.45, 0.20, 0.38], [0.41, -0.04, -0.62], [0.01, 0.07, 0.31], [0.11, -0.01, -0.83], [0.86, -0.14, 1.08], [-0.06, -0.85, -0.92], [0.21, -0.04, -0.18], [-0.26, 0.13, 0.08], [0.01, -0.57, 0.85], [-0.02, 0.04, -0.07], [0.09, 0.03, 0.20], [-0.96, -0.87, 0.36], [-0.19, 1.72, -2.10], [-0.19, 1.44, -0.57], [-0.11, -0.59, -0.26], [0.82, -0.19, 0.87], [0.10, -0.76, 0.08], [-0.36, -0.03, 0.31], [0.57, -0.35, 0.53], [0.16, 0.17, 0.93], [0.45, -0.39, 0.06], [-0.30, 0.41, 0.59], [0.16, -0.58, -0.51], [-0.93, -0.28, -0.34], [0.51, -0.38, -0.09], [0.19, 0.34, 0.32], [-0.37, -0.05, -0.44], [0.36, 0.24, 0.46], [-0.61, -3.84, -0.66], [-0.73, 1.89, -0.19], [0.84, 1.70, -0.61], [-0.21, -0.09, 0.79], [-0.36, 0.33, -0.55], [1.19, 0.72, 0.35], [-0.12, 0.10, -0.58], [0.38, 0.36, 0.29], [-0.33, -0.63, -0.06], [-0.10, 0.17, -0.31], [0.01, 0.48, 0.38], [-0.12, -0.10, -0.10], [0.65, -0.12, 0.78], [-0.37, -0.56, 0.07], [0.06, -0.53, -0.24], [-0.14, 0.74, 0.41], [-0.03, -0.57, 0.23]],
  "lowdin_spin": [0.01, 0.00, 0.01, 0.01, 0.00, 0.00, 0.00, 0.00, 0.00, 0.00, 0.01, 0.00, 0.00, 0.00, 0.00, 0.00, 0.00, 0.00, 0.00, 0.00, 0.00, 0.00, 0.00, 0.00, 0.00, 0.00, 0.00, 0.00, 0.01, 0.00, 0.01, 0.00, 0.00, 0.00, 0.00, 0.00, 0.00, 0.00, 0.01, 0.01, 0.00, 0.00, 0.00, 0.00, 0.00, 0.00, 0.00, 0.00, 0.00, 0.00, 0.00, 0.00, 0.00, 0.01, 0.00, 0.00, 0.00, 0.00, 0.00, 0.00, 0.00, 0.00, 0.00, 0.00, 0.00, 0.00, 0.00, 0.00, 0.01, 0.00, 0.01, 0.00, 0.01, 0.01, 0.00, 0.00, 0.00, 0.00, 0.00, 0.00, 0.00, 0.00, 0.00, 0.00, 0.06, 0.02, 0.02, 0.06, 0.04, 0.00, 0.08, 0.05, 0.01, 0.00, 0.01, 0.00, 0.02, 0.00, 0.00, 0.00, 0.00, 0.00, 0.00, 0.00, 0.00, 0.00, 0.00, 0.00, 0.02, 0.02, 0.01, 0.01, 0.00, 0.01, 0.00, 0.01, 0.00, 0.00, 0.00, 0.00, 0.00, 0.00, 0.00, 0.00, 0.00, 0.00, 0.00, 0.00, 0.00, 0.00, 0.00, 0.00, 0.00, 0.02, 0.00, 0.00, 0.00, 0.00, 0.00, 0.00, 0.01, 0.00, 0.00, 0.00, 0.00, 0.00, 0.00, 0.00, 0.00, 0.00, 0.01, 0.01, 0.04, 0.05, 0.04, 0.02, 0.01, 0.00, 0.00, 0.00, 0.01, 0.05, 0.01, 0.00, 0.00, 0.03, 0.01, 0.00, 0.00, 0.00, 0.00, 0.00, 0.00, 0.00, 0.00, 0.00, 0.00, 0.00, 0.00, 0.00, 0.00, 0.00, 0.00, 0.00],
  "energy_ha": -3701.2610,
  "multiplicity": 2,
  "largest_force_ha_per_bohr": 0.144,
  "s2": 0.751,
  "total_charge": -1,
  "e_homo_ev": [0.2, -6.5]
}